{
  "formula": "C4H4N4O2",
  "method": "ωB97M-V/def2-TZVPD",
  "symbols": ["H", "C", "H", "O", "C", "N", "N", "H", "N", "O", "C", "H", "N", "C"],
  "xyz": [[1.95, -2.33, 0.75], [1.19, 0.57, -0.15], [-2.63, 0.91, 0.81], [2.98, -0.56, -0.05], [-0.57, -0.95, -0.10], [2.48, 0.58, -0.13], [1.95, -1.58, 0.07], [-1.38, -1.66, -0.10], [-2.40, 0.61, -0.07], [-0.18, 2.53, 0.09], [0.77, -0.87, -0.06], [-3.03, 1.02, -0.86], [-1.06, 0.39, -0.21], [-0.07, 1.35, 0.02]],
  "mulliken_charge": [0.268, 0.419, 0.189, -0.139, -1.087, -0.428, -0.171, 0.451, -0.746, -0.566, 0.880, 0.242, 0.386, 0.303],
  "e_lumo_ha": [0.0185, -0.0721],
  "total_charge": 0,
  "e_homo_ev": [-5.93, -9.72],
  "multiplicity": 3,
  "energy_ha": -524.05497
}